1.
DFT (the ωB97M-V functional and the def2-TZVPD basis) results for one molecule with the formula C4H13N3 in a non-equilibrium geometry.

The geometry in ORCA input format:
```
! RIJCOSX wB97M-V def2-TZVPD def2/J DEFGRID3
* xyz 0 1
C 1.86335 -0.38209 -2.20644
N 1.47134 0.09171 -0.86205
C 1.22097 -0.95226 0.17699
C -0.30834 -1.07910 0.23919
N -1.00523 0.22771 0.18825
C -1.96304 0.59094 1.20879
N -2.03791 2.09351 1.45656
H 1.85588 0.43085 -3.00212
H 2.82273 -0.87679 -2.13611
H 1.15288 -1.15245 -2.41224
H 2.27983 0.67211 -0.54729
H 1.75298 -0.66610 1.13125
H 1.64015 -1.96084 -0.15853
H -0.61350 -1.82635 -0.44061
H -0.71806 -1.51864 1.25727
H -0.18926 0.85542 0.12793
H -2.96027 0.29722 0.77008
H -1.92047 0.02796 2.10087
H -1.45207 2.79930 1.15029
H -2.89197 2.32789 1.95794
*
```

Results
ΔE to the lowest compared entry with this formula, charge and spin	2.4683	eV
SMILES	CNCCNCN
E_HOMO	-8.063	eV
orbital gap	9.1	eV

Atomic partial charges in e from the natural (NBO) method, atoms 1 to 8: atom 1 (C): -0.409, atom 2 (N): -0.647, atom 3 (C): -0.244, atom 4 (C): -0.218, atom 5 (N): -0.649, atom 6 (C): -0.012, atom 7 (N): -0.904, atom 8 (H): 0.208

=====

2.
DFT (the ωB97M-V functional and the def2-TZVPD basis) results for a 2-piece molecular cluster, C4H11ClN2 overall in a non-equilibrium geometry.

The geometry in ORCA input format:
```
! RIJCOSX wB97M-V def2-TZVPD def2/J DEFGRID3
* xyz 0 1
C -0.30280 -0.56725 1.23848
C 0.10339 -0.79060 -0.02210
C -0.49373 -1.86908 -0.90874
C 0.96540 0.20383 -0.76940
H -0.94259 -1.13640 1.81826
H 0.19029 0.24458 1.69948
H -0.20342 -1.71952 -1.97907
H -0.33740 -2.88407 -0.66055
H -1.54989 -1.84392 -0.89669
H 1.00776 1.09306 -0.15083
H 0.53181 0.55885 -1.80526
H 1.98957 -0.08438 -1.04602
N -3.30230 1.95245 1.20731
N -2.71489 1.22525 0.25791
Cl -1.54417 2.28209 -0.79599
H -2.66766 2.45328 1.93341
H -3.83214 2.78925 0.91818
H -2.07742 0.51141 0.61076
*
```

Results
ΔE to the lowest compared entry with this formula, charge and spin	1.3153	eV
SMILES	C=C(C)C.NNCl
E_HOMO	-9.214	eV
orbital gap	9.9	eV

Atomic partial charges in e from the natural (NBO) method, atoms 1 to 8: atom 1 (C): -0.483, atom 2 (C): 0.076, atom 3 (C): -0.665, atom 4 (C): -0.658, atom 5 (H): 0.205, atom 6 (H): 0.196, atom 7 (H): 0.214, atom 8 (H): 0.226

=====

> Which of these has the lowest orbital gap?

C4H13N3

=====

Please write out number 1 again, unchanged.
DFT (the ωB97M-V functional and the def2-TZVPD basis) results for one molecule with the formula C4H13N3 in a non-equilibrium geometry.

The geometry in ORCA input format:
```
! RIJCOSX wB97M-V def2-TZVPD def2/J DEFGRID3
* xyz 0 1
C 1.86335 -0.38209 -2.20644
N 1.47134 0.09171 -0.86205
C 1.22097 -0.95226 0.17699
C -0.30834 -1.07910 0.23919
N -1.00523 0.22771 0.18825
C -1.96304 0.59094 1.20879
N -2.03791 2.09351 1.45656
H 1.85588 0.43085 -3.00212
H 2.82273 -0.87679 -2.13611
H 1.15288 -1.15245 -2.41224
H 2.27983 0.67211 -0.54729
H 1.75298 -0.66610 1.13125
H 1.64015 -1.96084 -0.15853
H -0.61350 -1.82635 -0.44061
H -0.71806 -1.51864 1.25727
H -0.18926 0.85542 0.12793
H -2.96027 0.29722 0.77008
H -1.92047 0.02796 2.10087
H -1.45207 2.79930 1.15029
H -2.89197 2.32789 1.95794
*
```

Results
ΔE to the lowest compared entry with this formula, charge and spin	2.4683	eV
SMILES	CNCCNCN
E_HOMO	-8.063	eV
orbital gap	9.1	eV

Atomic partial charges in e from the natural (NBO) method, atoms 1 to 8: atom 1 (C): -0.409, atom 2 (N): -0.647, atom 3 (C): -0.244, atom 4 (C): -0.218, atom 5 (N): -0.649, atom 6 (C): -0.012, atom 7 (N): -0.904, atom 8 (H): 0.208

=====

> The highest orbital gap belongs to which entry?

C4H11ClN2